[1]
Entry from the Open Molecules 2025 dataset: a molecular structure, C18H40HgP2Si in a non-equilibrium geometry (ωB97M-V/def2-TZVPD).

HOMO-LUMO gap (spin up / spin down), eV: 4.50 / 2.39
HOMO level (spin up / spin down), eV: -4.8 / -3.3

Geometry as XYZ:
```
62
Properties=species:S:1:pos:R:3:forces:R:3:nbo_charge:R:1
P 1.35366 1.80252 -2.06547 0.01 4.35 -2.57 1.68
P 0.42462 -1.61153 -1.66660 2.63 1.32 -2.40 1.60
C 1.27074 0.49542 -3.36733 0.63 -0.67 -0.40 -0.79
C 0.19924 -0.60616 -3.19730 -0.33 -0.31 -0.65 -0.72
H 2.27336 0.06429 -3.43659 0.05 -0.37 -0.03 0.22
H 1.11249 0.97948 -4.33381 -0.14 -0.11 0.16 0.26
H -0.81994 -0.17331 -3.25355 0.61 -0.27 0.19 0.26
H 0.27060 -1.29584 -4.06128 -0.06 0.12 0.36 0.24
C 1.69726 -2.86288 -2.08946 -0.35 -0.26 0.04 -0.96
H 1.56784 -3.71957 -1.41487 0.15 0.14 -0.14 0.25
H 2.69112 -2.43423 -1.92875 -0.22 0.00 -0.01 0.26
H 1.62914 -3.21702 -3.12712 -0.14 0.12 0.30 0.25
C -1.07879 -2.48234 -1.22703 -0.44 -0.49 0.33 -1.01
H -1.12332 -3.39370 -1.85679 0.16 0.48 0.20 0.27
H -1.99786 -1.89581 -1.41585 0.58 -0.08 0.21 0.28
H -1.06811 -2.81053 -0.17029 -0.06 0.19 -0.54 0.28
C 2.88342 2.87522 -2.05883 1.54 -0.06 -0.11 -0.98
H 2.63953 3.91515 -1.79387 -0.08 -0.59 -0.22 0.25
H 3.31649 2.87703 -3.06707 0.02 0.02 0.07 0.22
H 3.67502 2.54457 -1.37793 -0.06 0.07 -0.12 0.20
C 0.85215 3.18340 -3.41777 -0.15 -0.12 -0.73 -1.02
H -0.10841 2.98075 -3.90481 -0.04 -0.01 -0.05 0.18
H 1.62434 3.21840 -4.19716 -0.20 0.21 -0.06 0.18
H 0.79236 4.16559 -2.93202 -0.03 -0.18 -0.16 0.21
Hg -2.60089 -0.87714 1.52654 -0.57 0.97 1.92 0.69
C 1.32600 -0.47431 -0.51968 -2.00 -0.99 1.91 -0.52
C 2.17096 0.76081 -0.75835 -0.31 -0.34 -0.37 -0.58
C 2.33744 1.60425 0.54059 -0.13 -0.32 0.49 -0.41
C 1.19939 2.65164 0.78556 0.46 0.12 1.12 -0.43
C 0.50308 3.05891 -0.41515 0.11 2.73 0.31 -0.53
C -0.22301 2.22634 -1.33550 -0.79 -3.66 0.44 -0.56
C -0.83975 0.95706 -0.71435 -0.50 0.07 0.59 -0.44
C 0.06781 0.06688 0.17826 -0.75 0.03 1.09 -0.45
C -2.62263 1.30274 2.12547 -0.51 0.98 -0.78 -1.28
H 1.87407 -1.16998 0.12913 -0.21 -0.08 0.28 0.23
H 3.15609 0.46637 -1.14593 -0.20 0.18 -0.08 0.23
H 3.26438 2.18593 0.52878 -0.04 -0.44 -0.29 0.23
H 2.41561 0.92360 1.39969 0.11 0.01 0.06 0.19
H 0.49695 2.31371 1.57363 0.34 -0.12 0.20 0.17
H 1.66394 3.56849 1.19768 -0.11 -0.50 -0.04 0.22
H 0.50467 4.12511 -0.62465 -0.08 -0.17 -0.05 0.21
H -0.98630 2.73477 -1.94148 0.58 -0.27 0.02 0.25
H -1.31291 0.31033 -1.48428 0.11 0.53 0.39 0.16
H -1.64719 1.32259 -0.08493 -0.07 -0.33 0.13 0.26
H 0.35674 0.57395 1.09873 -0.22 -0.06 -0.28 0.26
H -0.54532 -0.77286 0.56603 0.24 0.17 -0.28 0.18
H -3.45799 1.48376 2.82609 0.20 -0.29 -0.21 0.20
H -2.77922 2.01655 1.27906 0.21 -0.31 0.81 0.20
H -1.69429 1.57734 2.66671 -0.21 -0.28 -0.42 0.20
C -3.79881 -2.63930 4.46099 -0.10 -0.48 0.11 -1.12
Si -2.14527 -2.41051 3.58827 -0.38 0.66 -1.11 1.03
C -1.00741 -1.82106 4.98490 0.19 0.11 -0.14 -1.12
C -1.37466 -3.70620 2.46051 0.49 -1.11 0.68 -1.12
H -4.25149 -1.64228 4.60193 0.16 -0.38 -0.09 0.25
H -3.64408 -3.08100 5.46230 -0.17 0.09 -0.35 0.22
H -4.50013 -3.26900 3.89242 0.13 0.25 0.20 0.24
H -1.26698 -2.33715 5.92728 0.08 0.14 -0.38 0.23
H 0.05446 -2.01123 4.77162 -0.24 0.16 0.07 0.23
H -1.14947 -0.73960 5.14988 0.12 -0.37 -0.03 0.25
H -0.79374 -4.43804 3.04043 -0.02 -0.25 -0.32 0.21
H -2.14584 -4.22580 1.86789 0.23 0.19 0.23 0.24
H -0.68113 -3.21455 1.75548 -0.26 -0.13 0.50 0.21
```
Forces are in eV/Å.

=====

[2]
Entry from the Open Molecules 2025 dataset: a molecular structure, C18H40MnN5OP3 in a non-equilibrium geometry (ωB97M-V/def2-TZVPD).

HOMO-LUMO gap (spin up / spin down), eV: 4.72 / 2.14
HOMO level (spin up / spin down), eV: -19.4 / -19.3
Multiplicity: 4
Net charge: +4

Geometry as XYZ:
```
68
Properties=species:S:1:pos:R:3:forces:R:3:nbo_charge:R:1
Mn 1.21493 0.19821 -0.57271 -2.64 -0.34 1.12 0.77
P -0.00582 -1.80455 0.23354 0.00 -1.38 1.17 0.94
P 3.41486 0.48296 0.20923 1.44 -0.32 0.98 1.06
P 1.36483 -0.81301 -2.65848 0.24 -1.29 -1.58 1.00
H -3.02912 3.05776 -1.34694 -0.16 -0.36 -0.16 0.24
C -3.23789 2.09349 -1.83162 1.23 3.10 -2.00 -0.03
C -3.68227 1.02982 -1.14614 -1.54 -2.82 1.81 -0.03
H -3.89975 1.07875 -0.07274 0.04 0.03 -0.31 0.24
C -1.03800 -1.45647 1.70307 0.18 0.70 0.01 -0.93
C 1.10381 -3.10270 0.89586 0.26 0.21 -0.29 -0.93
C -1.23167 -2.74700 -0.75609 0.11 0.31 -0.50 -0.92
C 3.80424 2.13938 0.88088 -0.48 0.43 -0.19 -0.95
C 3.58255 -0.54379 1.70687 -0.41 -0.35 -0.20 -0.95
C 4.79361 0.04346 -0.89610 -0.36 -0.19 -0.37 -0.95
C -0.28773 -0.77741 -3.44987 -0.26 0.16 0.39 -0.94
C 1.85996 -2.57404 -2.69597 0.09 0.11 0.29 -0.94
C 2.43958 -0.06002 -3.92178 0.25 0.49 0.40 -0.94
H -3.06927 2.04145 -2.91631 -0.16 0.05 0.37 0.24
H -3.89132 0.08271 -1.65520 0.04 0.23 0.15 0.24
H -1.82940 -0.74263 1.44192 0.06 -0.17 0.16 0.23
H -0.40974 -1.00538 2.48057 -0.32 -0.28 -0.11 0.27
H -1.48819 -2.38774 2.07192 0.16 0.19 -0.18 0.29
H 1.66624 -2.70306 1.74993 -0.21 -0.15 -0.19 0.26
H 1.81547 -3.43338 0.12853 -0.17 -0.05 0.24 0.26
H 0.49248 -3.95535 1.22394 0.16 0.21 -0.08 0.29
H -1.98055 -2.05785 -1.16789 0.09 -0.26 0.08 0.23
H -1.73452 -3.45721 -0.08373 0.22 0.22 -0.11 0.30
H -0.76949 -3.30544 -1.57706 -0.22 0.09 0.22 0.26
H 4.58993 2.61588 0.28162 -0.19 -0.12 0.18 0.29
H 4.14951 2.03066 1.91763 -0.05 -0.04 -0.32 0.29
H 2.90897 2.77619 0.88397 0.36 -0.05 0.08 0.25
H 4.45982 -0.19756 2.26766 -0.09 -0.15 -0.19 0.30
H 3.69598 -1.60044 1.43557 0.05 0.23 0.14 0.27
H 2.68290 -0.40697 2.32528 0.45 -0.12 -0.14 0.27
H 5.73230 0.43952 -0.48353 -0.25 -0.11 -0.02 0.31
H 4.63411 0.46440 -1.89982 0.18 -0.01 0.34 0.26
H 4.86209 -1.05046 -0.97945 0.05 0.28 0.02 0.28
H -0.15265 -0.70879 -4.53690 -0.05 -0.01 0.25 0.30
H -0.85972 0.09442 -3.10047 0.12 -0.15 -0.24 0.22
H -0.85169 -1.68707 -3.20984 0.20 0.25 -0.12 0.27
H 2.03006 -2.86125 -3.74208 -0.05 0.05 0.22 0.30
H 1.09155 -3.22524 -2.26460 0.26 0.18 -0.16 0.25
H 2.79195 -2.71106 -2.13277 -0.14 -0.02 -0.22 0.27
H 2.22059 -0.53963 -4.88498 0.04 0.00 0.26 0.29
H 3.49443 -0.21595 -3.66511 -0.23 -0.02 -0.16 0.27
H 2.24980 1.01858 -4.01169 0.07 -0.28 -0.03 0.27
C 1.73550 3.09182 -2.54011 0.93 0.82 -0.63 0.31
C 2.88945 3.73752 -2.08024 -0.11 -0.33 -0.43 -0.29
C 3.61562 4.52295 -2.97281 -0.07 0.07 0.43 -0.16
C 3.14177 4.71969 -4.27609 0.17 -0.03 -0.11 -0.12
C 1.94581 4.12090 -4.69349 -0.26 0.32 0.02 -0.17
C 1.20115 3.34537 -3.80784 0.48 -0.41 0.04 -0.27
O 1.08451 2.16335 -1.74772 0.33 -2.23 2.14 -0.69
H 1.81979 1.51997 -1.25539 0.28 3.79 -2.08 0.36
H 3.20341 3.58776 -1.05200 0.08 0.12 -0.30 0.22
H 4.54908 4.98052 -2.62956 -0.43 -0.05 -0.26 0.26
H 3.71097 5.35040 -4.96703 -0.24 -0.33 0.25 0.27
H 1.59225 4.27343 -5.71659 0.05 0.03 0.42 0.27
H 0.25267 2.89196 -4.07785 0.16 -0.01 -0.19 0.22
N -0.14399 1.40962 4.41555 0.96 -0.16 -0.58 -0.55
N 0.26008 1.81306 3.15292 -2.27 -1.46 -1.91 0.20
N -0.48159 2.77791 2.53015 2.03 -1.10 -0.15 -0.17
C -0.20044 2.52730 1.25445 -0.41 0.32 0.27 0.16
N 0.54455 1.42047 1.07629 0.34 -0.95 1.14 -0.46
N 0.78489 0.90315 2.31148 -0.43 2.62 0.27 -0.06
H 0.61348 0.89364 4.85893 -0.11 0.18 0.22 0.41
H -0.45994 2.21257 4.93589 -0.01 0.37 0.32 0.43
H -0.56429 3.15112 0.44719 0.16 -0.07 0.14 0.24
```
Forces are in eV/Å.

=====

[3]
Entry from the Open Molecules 2025 dataset: a molecular structure, C18H40N5P3PdS in a non-equilibrium geometry (ωB97M-V/def2-TZVPD).

HOMO-LUMO gap (spin up / spin down), eV: 5.73 / 3.01
HOMO level (spin up / spin down), eV: -17.6 / -19.4
Multiplicity: 5
Net charge: +4

Geometry as XYZ:
```
68
Properties=species:S:1:pos:R:3:forces:R:3:nbo_charge:R:1
Pd -0.47488 -1.20245 0.26481 1.24 0.74 -1.32 0.44
P -1.86761 -2.34115 -1.14873 -2.84 -1.91 -3.27 1.11
P 1.57033 -2.24002 0.03012 3.83 -2.58 -1.16 0.94
P 0.13308 0.38392 -1.30872 1.01 2.75 -3.15 0.95
H -0.46244 0.33491 2.67136 0.26 -0.59 -0.29 0.24
C -0.59750 0.51600 1.60328 -3.70 1.64 0.51 -0.47
C -1.90026 0.24330 1.01275 1.43 1.91 2.09 -0.52
H -2.69150 -0.14436 1.64848 0.17 -0.49 -0.07 0.24
C -3.05332 -3.62285 -0.52044 0.52 0.21 0.91 -0.94
C -1.26443 -3.30190 -2.62137 0.95 0.39 0.59 -0.94
C -3.12766 -1.27482 -1.99525 0.61 0.70 0.66 -0.94
C 3.04281 -1.59281 0.96871 -0.84 0.76 0.39 -0.91
C 1.77345 -4.03856 0.45867 -0.67 0.16 0.11 -0.91
C 2.39253 -2.37777 -1.63338 -0.69 0.39 -0.01 -0.92
C -0.90524 1.90732 -1.47487 -0.12 -0.34 0.35 -0.94
C 0.28029 0.00257 -3.11613 -0.14 -0.37 0.33 -0.94
C 1.75956 1.22552 -1.04183 -0.08 -0.45 0.45 -0.93
H -0.06891 1.42339 1.30518 0.20 -0.56 -0.44 0.24
H -2.30020 0.94220 0.28339 0.28 -0.43 -0.25 0.25
H -3.60424 -3.22353 0.33625 -0.12 -0.09 -0.08 0.24
H -2.50528 -4.51201 -0.20027 -0.12 0.04 -0.14 0.23
H -3.76818 -3.91177 -1.30033 0.28 0.28 0.02 0.29
H -0.63983 -4.12967 -2.27030 -0.07 0.02 -0.13 0.25
H -0.64979 -2.66102 -3.25807 -0.08 -0.12 -0.01 0.25
H -2.09217 -3.70780 -3.21678 -0.01 0.24 0.36 0.29
H -3.71654 -0.76496 -1.22760 -0.09 -0.04 -0.15 0.25
H -3.79463 -1.85879 -2.64128 0.32 -0.10 0.23 0.29
H -2.63233 -0.50923 -2.59797 -0.13 -0.10 0.01 0.24
H 3.95013 -2.17729 0.77053 -0.43 -0.07 -0.18 0.28
H 2.82786 -1.61229 2.03948 0.12 -0.01 -0.01 0.25
H 3.21749 -0.55099 0.68954 0.09 -0.12 0.08 0.25
H 2.79742 -4.37343 0.25660 -0.19 0.29 -0.01 0.28
H 1.07912 -4.63101 -0.14491 0.15 0.00 0.05 0.24
H 1.55216 -4.22107 1.51235 0.15 0.00 -0.05 0.22
H 3.33000 -2.94026 -1.55457 -0.26 0.11 0.18 0.28
H 2.61813 -1.39088 -2.04319 0.03 -0.18 0.01 0.24
H 1.72381 -2.89490 -2.32698 0.14 0.01 0.00 0.25
H -0.45513 2.57625 -2.21602 -0.05 -0.22 0.10 0.26
H -0.97121 2.42949 -0.51743 -0.01 0.08 -0.13 0.23
H -1.91602 1.64347 -1.79618 0.08 0.12 -0.04 0.25
H 0.67648 0.86733 -3.66014 -0.08 -0.12 0.19 0.27
H -0.70661 -0.24030 -3.51848 0.13 0.07 -0.05 0.25
H 0.93547 -0.85354 -3.28068 -0.05 0.12 -0.08 0.25
H 1.89897 2.05378 -1.74583 -0.19 -0.28 0.05 0.25
H 2.58154 0.51736 -1.16511 -0.04 0.18 -0.01 0.25
H 1.78891 1.60714 -0.01799 0.15 0.07 -0.09 0.24
C 1.29642 6.19939 0.35979 0.12 -1.31 -1.27 -0.05
C 2.42713 6.80331 0.92449 1.00 1.04 0.97 -0.18
C 2.27718 7.79335 1.89376 1.05 -0.87 -0.86 -0.16
C 1.00710 8.19254 2.31065 -0.02 0.17 0.14 0.01
C -0.11824 7.58980 1.74690 -0.80 -1.03 -0.97 -0.17
C 0.01940 6.59921 0.77744 -1.23 0.87 0.90 -0.19
S 1.40381 4.93403 -0.87709 -0.03 1.45 1.27 0.28
H 2.74677 4.89839 -0.94095 0.01 0.03 -0.03 0.17
H 3.42156 6.50106 0.60808 -0.11 0.12 0.07 0.25
H 3.16263 8.25357 2.32357 -0.13 -0.07 -0.09 0.27
H 0.89554 8.96423 3.06603 0.01 -0.06 -0.08 0.27
H -1.11361 7.89043 2.06174 0.16 -0.03 -0.07 0.27
H -0.86210 6.13526 0.34384 0.08 0.14 0.06 0.24
N -1.40095 -5.75075 2.95996 0.22 3.00 -0.72 -0.21
N -1.33593 -4.38512 2.73067 -0.48 -1.27 1.21 0.19
N -1.69088 -3.46446 3.60881 -0.48 1.39 1.16 -0.17
C -1.47134 -2.29696 2.97334 -0.66 -2.77 1.91 0.22
N -0.98920 -2.52857 1.73023 -0.60 -4.80 2.00 -0.27
N -0.91624 -3.84211 1.60396 0.83 0.92 -2.32 0.02
H -1.11051 -6.41400 2.22700 0.05 0.48 -0.12 0.48
H -1.74308 -6.11038 3.86253 -0.06 0.54 0.16 0.49
H -1.66906 -1.33475 3.41456 -0.03 -0.03 0.12 0.28
```
Forces are in eV/Å.

=====

no.,electronic energy (eV)
1,-49935.561
2,-87951.372
3,-68900.572